Entry 1:
{"formula": "C20H32CrN2S5", "method": "the ωB97M-V functional and the def2-TZVPD basis", "elements": ["Cr", "C", "C", "S", "C", "C", "S", "C", "C", "S", "C", "C", "S", "H", "H", "H", "H", "H", "H", "H", "H", "H", "H", "H", "H", "H", "H", "H", "H", "S", "C", "C", "N", "C", "H", "H", "H", "C", "N", "C", "C", "C", "C", "C", "C", "C", "C", "H", "H", "H", "H", "H", "H", "H", "H", "H", "H", "H", "H", "H"], "xyz": [[0.120, -0.832, 0.072], [-2.150, -1.180, 2.583], [-1.414, 0.059, 3.055], [0.222, 0.254, 2.299], [1.321, -0.714, 3.361], [1.228, -2.213, 3.148], [1.300, -2.529, 1.359], [0.578, -4.179, 1.172], [0.457, -4.414, -0.328], [-0.334, -3.031, -1.188], [-2.103, -3.350, -0.935], [-2.677, -2.873, 0.401], [-2.160, -1.160, 0.765], [-3.181, -1.210, 2.938], [-1.649, -2.092, 2.904], [-1.312, 0.081, 4.141], [-1.967, 0.958, 2.780], [1.116, -0.446, 4.398], [2.324, -0.345, 3.136], [0.309, -2.638, 3.549], [2.071, -2.719, 3.620], [-0.381, -4.225, 1.688], [1.248, -4.909, 1.628], [-0.075, -5.336, -0.560], [1.446, -4.495, -0.782], [-2.271, -4.422, -1.056], [-2.612, -2.881, -1.777], [-2.346, -3.499, 1.229], [-3.767, -2.910, 0.371], [-1.810, -0.081, -4.063], [-0.113, -0.039, -4.191], [0.458, -0.153, -2.964], [-0.433, -0.297, -1.930], [-1.671, -0.269, -2.389], [0.377, 0.056, -5.146], [1.515, -0.153, -2.756], [-2.537, -0.327, -1.749], [0.170, 5.215, -1.309], [-0.675, 3.982, -1.173], [-0.726, 3.245, -2.465], [-0.315, 3.086, 0.011], [0.987, 2.337, -0.116], [2.197, 3.031, -0.037], [3.421, 2.388, -0.104], [3.467, 1.014, -0.234], [2.262, 0.316, -0.255], [1.041, 0.939, -0.181], [-0.322, 5.879, -2.016], [1.144, 4.923, -1.688], [0.254, 5.695, -0.337], [-1.622, 4.311, -0.972], [0.266, 2.849, -2.665], [-1.025, 3.940, -3.245], [-1.451, 2.440, -2.375], [-1.152, 2.390, 0.106], [-0.320, 3.759, 0.870], [2.194, 4.101, 0.114], [4.335, 2.961, -0.042], [4.412, 0.493, -0.301], [2.331, -0.781, -0.368]], "forces_ev_per_a": [[-0.1, -0.2, 0.4], [0.1, -0.1, -0.1], [-0.2, -0.1, 0.0], [-0.1, 0.2, 0.1], [0.1, -0.1, 0.1], [0.0, -0.1, 0.0], [0.1, 0.1, 0.3], [-0.1, -0.1, -0.1], [0.1, 0.0, 0.2], [0.0, -0.1, -0.2], [-0.2, 0.1, 0.2], [0.1, -0.1, -0.2], [0.0, -0.1, -0.1], [0.0, 0.1, 0.0], [0.0, 0.0, 0.0], [0.1, -0.1, 0.0], [0.0, 0.0, 0.0], [0.0, 0.0, 0.0], [0.0, 0.0, -0.1], [0.0, 0.0, 0.0], [0.0, 0.0, 0.0], [0.0, 0.0, 0.0], [0.0, 0.1, 0.0], [-0.1, 0.0, 0.0], [0.0, 0.0, 0.0], [0.1, 0.0, 0.1], [0.0, 0.1, 0.0], [0.0, 0.0, 0.0], [0.0, 0.1, 0.0], [0.0, -0.1, 0.1], [0.1, 0.0, 0.1], [0.2, -0.1, -0.2], [-0.6, 0.1, -0.2], [0.0, 0.1, 0.1], [0.0, 0.0, 0.0], [0.0, 0.0, -0.1], [-0.1, 0.0, 0.0], [0.0, -0.1, 0.1], [0.0, 0.0, 0.1], [0.0, 0.0, 0.1], [-0.1, 0.1, -0.1], [0.0, -0.1, 0.0], [-0.1, 0.0, 0.0], [0.1, 0.1, 0.0], [0.0, -0.1, 0.0], [0.4, -0.3, -0.3], [-0.1, 0.5, 0.0], [0.0, 0.0, 0.0], [0.0, 0.0, 0.0], [0.0, 0.0, 0.0], [0.0, 0.0, 0.0], [0.0, 0.0, 0.0], [0.0, -0.1, 0.0], [0.0, 0.0, 0.0], [0.0, 0.0, 0.0], [0.0, -0.1, 0.0], [0.0, 0.1, 0.0], [0.0, 0.0, 0.0], [0.0, 0.0, 0.0], [-0.1, 0.0, 0.0]], "spin_multiplicity": 2, "orbital_gap_ev": [8.4, 8.3], "molar_mass_g_mol": 512.82, "relative_energy_kcal_mol": 0.39, "s2": 0.86, "charge": 3}

=====

Entry 2:
{"formula": "C20H32F6N2O10", "method": "the ωB97M-V functional and the def2-TZVPD basis", "elements": ["C", "C", "N", "H", "H", "H", "C", "C", "N", "H", "H", "H", "C", "C", "O", "C", "O", "O", "C", "H", "H", "H", "H", "H", "H", "H", "H", "C", "C", "O", "C", "O", "O", "C", "H", "H", "H", "H", "H", "H", "H", "H", "C", "C", "O", "C", "O", "C", "F", "F", "F", "H", "H", "H", "H", "H", "C", "C", "O", "C", "O", "C", "F", "F", "F", "H", "H", "H", "H", "H"], "xyz": [[0.503, -0.449, 2.672], [0.010, 0.925, 2.507], [-0.442, 1.969, 2.366], [0.280, -0.797, 3.681], [1.576, -0.457, 2.647], [0.065, -1.078, 1.900], [5.736, 0.151, 0.399], [4.891, -0.221, 1.547], [4.190, -0.368, 2.412], [5.629, -0.553, -0.399], [6.719, 0.136, 0.734], [5.378, 1.158, 0.065], [4.419, -3.199, -1.147], [3.584, -3.968, -0.149], [4.029, -3.647, 1.169], [3.179, -3.838, 2.147], [2.025, -4.092, 2.084], [3.888, -3.686, 3.279], [3.043, -3.524, 4.441], [5.479, -3.332, -0.873], [4.228, -2.137, -1.199], [4.226, -3.554, -2.145], [3.738, -5.020, -0.298], [2.515, -3.783, -0.304], [3.801, -3.405, 5.201], [2.444, -4.388, 4.643], [2.548, -2.595, 4.336], [-0.306, 0.464, -5.039], [0.138, 0.053, -3.657], [-0.335, -1.228, -3.387], [0.290, -1.988, -2.437], [1.133, -1.628, -1.652], [-0.267, -3.209, -2.504], [0.090, -4.096, -1.519], [0.184, -0.172, -5.851], [0.032, 1.466, -5.086], [-1.375, 0.286, -5.187], [-0.341, 0.762, -2.991], [1.229, 0.041, -3.530], [-0.566, -4.927, -1.553], [0.105, -3.685, -0.466], [1.107, -4.503, -1.685], [-4.094, 5.879, 0.870], [-2.810, 5.585, 1.596], [-1.628, 5.321, 0.693], [-1.585, 4.075, 0.213], [-2.337, 3.212, 0.540], [-0.304, 3.923, -0.701], [-0.639, 4.509, -1.832], [0.758, 4.566, -0.312], [-0.097, 2.622, -0.879], [-4.158, 6.830, 0.313], [-4.894, 5.979, 1.664], [-4.367, 5.045, 0.164], [-2.995, 4.773, 2.325], [-2.434, 6.439, 2.099], [-5.127, -0.141, 1.755], [-4.097, 0.766, 1.183], [-4.277, 1.044, -0.212], [-3.418, 0.510, -1.070], [-2.535, -0.266, -0.871], [-3.617, 1.027, -2.472], [-3.894, -0.036, -3.275], [-4.522, 1.949, -2.640], [-2.407, 1.444, -2.859], [-5.067, -1.159, 1.357], [-6.027, 0.257, 1.420], [-5.017, -0.123, 2.840], [-3.068, 0.332, 1.248], [-4.142, 1.751, 1.670]], "forces_ev_per_a": [[-0.2, 0.5, 0.4], [0.0, -0.7, 0.1], [0.1, 0.4, 0.1], [-0.5, -0.1, -0.1], [0.6, 0.0, -0.5], [0.1, -0.1, 0.1], [-2.3, 0.8, 0.2], [1.9, 0.8, -3.0], [-2.1, -0.7, 2.7], [-0.2, -0.4, -0.5], [1.9, 0.4, 0.4], [0.6, -0.8, 0.2], [0.7, -0.1, 0.5], [-0.5, 0.5, -0.7], [0.4, 0.1, -1.1], [1.7, 0.4, 1.2], [-1.8, -0.3, -0.3], [-0.9, -0.2, 0.0], [2.2, -0.1, -0.2], [-0.3, 0.0, -0.4], [-0.4, 0.3, 0.4], [0.1, -0.4, -0.4], [0.1, -0.7, 0.0], [0.3, 0.2, 0.5], [-0.1, 0.0, 0.6], [-0.6, -0.3, -0.1], [-1.0, 0.7, 0.0], [0.8, -2.4, -1.0], [0.4, 0.7, -0.1], [0.2, -2.5, 1.1], [-1.0, 0.9, -0.5], [-0.2, -0.2, -0.6], [-0.3, 1.6, -0.9], [1.9, -0.7, 2.3], [-0.3, 0.9, 1.0], [-0.2, 1.2, -0.8], [0.1, 0.6, 0.3], [0.4, 0.0, 0.5], [-0.2, 0.4, -0.1], [-0.8, -0.6, -0.1], [-0.2, -0.1, -1.2], [-0.3, 0.2, -0.1], [-1.4, -0.3, -0.3], [0.7, -0.4, -0.6], [-1.4, -0.3, 0.3], [1.1, 0.8, 1.6], [-0.2, -0.6, -0.9], [-2.4, -0.3, 0.7], [-0.5, 0.1, -1.9], [1.2, -0.2, 1.1], [0.6, 0.2, -0.2], [0.5, -0.4, 0.2], [0.7, -0.4, -0.8], [0.2, 0.8, 0.8], [0.7, 0.2, -0.6], [0.1, 0.8, 0.7], [1.1, -0.8, -0.2], [2.3, 0.1, 0.3], [-0.4, -0.1, -0.6], [-0.4, 0.1, 1.1], [0.1, -0.3, 0.4], [0.9, -1.6, -0.8], [-0.4, 0.5, 0.2], [-0.4, 0.6, -0.2], [-0.1, 1.0, -0.4], [0.2, 0.1, 0.2], [-2.1, 0.6, 0.0], [-0.3, -0.1, -0.1], [-0.8, 0.6, 0.4], [0.2, -0.4, -0.2]], "smiles": "CCOC(=O)C(F)(F)F.CCOC(=O)C(F)(F)F.CCOC(=O)OC.CCOC(=O)OC.CC#N.CC#N", "spin_multiplicity": 1, "orbital_gap_ev": 11.2, "molar_mass_g_mol": 574.47, "relative_energy_kcal_mol": 0.00, "charge": 0}

=====

Entry 3:
{"formula": "C20H32N5O4", "method": "the ωB97M-V functional and the def2-TZVPD basis", "elements": ["O", "C", "C", "N", "C", "C", "N", "C", "C", "C", "C", "C", "C", "C", "H", "H", "H", "H", "H", "H", "H", "H", "H", "H", "H", "C", "O", "N", "C", "C", "H", "H", "H", "H", "H", "H", "H", "C", "O", "N", "C", "C", "H", "H", "H", "H", "H", "H", "H", "C", "O", "N", "C", "C", "H", "H", "H", "H", "H", "H", "H"], "xyz": [[-1.121, -2.015, 1.605], [-1.113, -1.091, 0.849], [0.066, -0.109, 0.835], [1.092, -0.550, -0.127], [1.050, -1.517, -1.093], [2.251, -1.489, -1.721], [2.988, -0.516, -1.123], [2.276, 0.051, -0.155], [-2.219, -0.804, -0.114], [-2.901, 0.406, 0.041], [-3.927, 0.746, -0.834], [-4.241, -0.137, -1.864], [-3.575, -1.346, -2.015], [-2.553, -1.690, -1.135], [0.515, 0.022, 1.820], [-0.307, 0.849, 0.484], [0.204, -2.144, -1.277], [2.575, -2.110, -2.530], [3.944, -0.279, -1.373], [2.594, 0.851, 0.484], [-2.626, 1.080, 0.841], [-4.435, 1.687, -0.719], [-5.021, 0.146, -2.556], [-3.809, -2.035, -2.812], [-2.010, -2.619, -1.228], [2.144, -1.243, 3.442], [1.917, -0.058, 3.210], [2.978, -1.680, 4.384], [3.202, -3.096, 4.620], [3.684, -0.704, 5.204], [1.652, -2.054, 2.879], [2.921, -3.352, 5.642], [4.256, -3.336, 4.472], [2.604, -3.690, 3.933], [2.968, -0.079, 5.736], [4.296, -0.060, 4.573], [4.317, -1.221, 5.918], [5.332, -0.654, -3.668], [5.651, -0.124, -2.608], [5.530, -0.116, -4.871], [5.145, -0.794, -6.098], [6.159, 1.197, -4.954], [4.859, -1.651, -3.711], [6.022, -0.956, -6.725], [4.424, -0.187, -6.647], [4.694, -1.757, -5.869], [7.147, 1.165, -4.498], [5.558, 1.932, -4.419], [6.248, 1.490, -5.996], [-7.113, 2.383, 0.447], [-6.449, 2.715, -0.521], [-6.978, 2.900, 1.679], [-7.800, 2.466, 2.793], [-5.975, 3.929, 1.897], [-7.900, 1.614, 0.383], [-8.368, 3.308, 3.191], [-7.172, 2.057, 3.587], [-8.496, 1.697, 2.465], [-6.175, 4.788, 1.256], [-4.984, 3.546, 1.649], [-5.994, 4.241, 2.937]], "forces_ev_per_a": [[0.2, -0.9, 0.5], [-0.1, 0.5, -0.5], [-0.7, 0.2, -0.3], [0.0, 0.7, 0.9], [0.2, -0.1, -0.2], [-0.6, -0.4, 0.0], [0.4, 0.3, 0.1], [0.1, -0.4, -0.4], [0.0, 0.3, 0.1], [-0.1, -0.2, -0.5], [0.6, -0.5, 0.1], [-0.2, 0.2, 0.0], [0.4, 0.0, 0.3], [-0.2, 0.5, 0.3], [0.1, -0.3, 0.0], [0.0, 0.2, -0.1], [-0.2, 0.0, 0.1], [0.3, 0.0, -0.1], [0.4, 0.1, -0.2], [0.0, 0.1, 0.2], [0.0, 0.1, 0.1], [-0.3, 0.1, -0.1], [-0.1, -0.1, -0.1], [-0.2, 0.1, -0.1], [-0.1, -0.2, -0.1], [-0.1, -0.1, 0.0], [0.2, 0.0, -0.1], [0.1, -0.1, 0.0], [0.1, 0.1, 0.1], [-0.1, 0.1, -0.1], [0.0, 0.0, 0.0], [0.0, -0.1, 0.0], [0.0, -0.1, 0.0], [0.0, 0.0, 0.0], [0.0, 0.0, 0.0], [0.0, 0.0, 0.0], [0.0, -0.1, 0.0], [0.1, 0.0, -0.2], [-0.5, 0.0, 0.3], [0.0, 0.0, -0.1], [0.1, 0.1, 0.0], [0.0, 0.0, 0.1], [0.0, 0.0, 0.0], [0.0, 0.0, 0.0], [0.0, 0.0, 0.0], [0.0, 0.0, 0.0], [0.0, 0.0, 0.0], [0.0, 0.0, 0.0], [0.0, 0.0, 0.0], [-0.1, 0.0, -0.1], [0.1, 0.0, 0.1], [0.0, 0.0, 0.1], [0.2, 0.1, 0.0], [0.0, -0.1, -0.2], [0.0, 0.0, 0.0], [0.0, 0.0, 0.0], [-0.1, 0.0, 0.0], [0.0, 0.0, 0.0], [0.1, 0.0, 0.0], [0.0, 0.1, 0.0], [0.0, 0.0, 0.0]], "spin_multiplicity": 1, "orbital_gap_ev": 8.9, "molar_mass_g_mol": 406.51, "charge": 1}